# 1
{"formula": "C38H62BClFNO16S6", "method": "wB97M-V/def2-TZVPD", "smiles": "CB(O)c1c(CC(=O)Cl)cc2c(c1C[C@H](C)F)C(=O)NC2=O.O=S1(=O)CCCC1.O=S1(=O)CCCC1.O=S1(=O)CCCC1.O=S1(=O)CCCC1.O=S1(=O)CCCC1.O=S1(=O)CCCC1", "orbital_gap_ev": 8.11, "spin_multiplicity": 1, "e_lumo_ev": -1.331, "species": ["C", "B", "O", "C", "C", "C", "C", "O", "Cl", "C", "C", "C", "C", "C", "C", "C", "F", "C", "O", "N", "C", "O", "H", "H", "H", "H", "H", "H", "H", "H", "H", "H", "H", "H", "H", "H", "C", "C", "C", "S", "O", "O", "C", "H", "H", "H", "H", "H", "H", "H", "H", "C", "C", "C", "S", "O", "O", "C", "H", "H", "H", "H", "H", "H", "H", "H", "C", "C", "C", "S", "O", "O", "C", "H", "H", "H", "H", "H", "H", "H", "H", "C", "C", "C", "S", "O", "O", "C", "H", "H", "H", "H", "H", "H", "H", "H", "C", "C", "C", "S", "O", "O", "C", "H", "H", "H", "H", "H", "H", "H", "H", "C", "C", "C", "S", "O", "O", "C", "H", "H", "H", "H", "H", "H", "H", "H"], "positions_angstrom": [[1.49244, 6.19583, -1.04331], [2.00309, 5.14902, 0.08650], [1.74764, 5.50187, 1.46794], [2.74912, 3.72803, -0.20797], [4.03193, 3.59362, -1.11139], [4.68605, 4.86437, -1.86013], [6.15117, 5.21603, -1.29900], [6.34333, 5.86877, -0.24703], [7.67835, 4.66326, -2.19250], [4.69914, 2.18257, -1.32676], [4.12167, 0.92448, -0.64559], [2.84749, 1.10949, 0.22773], [2.11802, 2.44807, 0.46678], [0.79862, 2.45355, 1.36108], [-0.54634, 2.46238, 0.44676], [-1.11218, 0.96941, 0.16740], [-0.32855, 3.05075, -0.86452], [2.57190, -0.36604, 0.74650], [1.69096, -0.82167, 1.51800], [3.59658, -1.28113, 0.21220], [4.55067, -0.61316, -0.67146], [5.45068, -1.23473, -1.28449], [0.48205, 6.64206, -0.69392], [2.19544, 7.09352, -1.20176], [1.25062, 5.67617, -2.04822], [2.47551, 5.19317, 2.05175], [4.80027, 4.55376, -2.96979], [4.01634, 5.78567, -1.86301], [5.61563, 2.10863, -1.99614], [0.78377, 3.27015, 2.17019], [0.78435, 1.43949, 1.91806], [-1.33490, 3.01234, 1.06313], [-1.56569, 0.52109, 1.11296], [-1.95044, 1.09360, -0.62448], [-0.32027, 0.30128, -0.33373], [3.24987, -2.21039, -0.07528], [-5.20047, 0.47806, -4.35868], [-5.48567, -0.99077, -4.03844], [-4.83862, -1.29757, -2.68587], [-4.81006, 0.24735, -1.78421], [-3.43254, 0.64553, -1.59484], [-5.75080, 0.17739, -0.68751], [-5.51006, 1.24749, -3.08250], [-5.80199, 0.83438, -5.19716], [-4.14592, 0.59984, -4.62275], [-6.56779, -1.14676, -3.97385], [-5.10531, -1.65564, -4.81711], [-5.41197, -2.03448, -2.12219], [-3.80860, -1.63888, -2.80371], [-5.06821, 2.24371, -3.06361], [-6.58732, 1.31026, -2.91204], [-0.56811, 4.42966, -6.02805], [-0.56629, 4.58495, -4.50577], [-1.66963, 3.68229, -3.95096], [-1.85050, 2.33855, -5.11836], [-3.16088, 2.42886, -5.72516], [-1.36033, 1.11783, -4.51957], [-0.64291, 2.93122, -6.29037], [0.32100, 4.87226, -6.48204], [-1.44725, 4.92836, -6.44908], [0.40367, 4.26776, -4.10833], [-0.71928, 5.62406, -4.20534], [-1.40522, 3.27823, -2.97251], [-2.62429, 4.20818, -3.89074], [-0.95795, 2.68775, -7.30485], [0.30827, 2.44412, -6.06428], [-9.03602, -1.17336, 1.56976], [-7.63028, -0.59149, 1.73284], [-7.71711, 0.53310, 2.76599], [-9.08394, 0.11830, 3.84414], [-10.12288, 1.10997, 3.67323], [-8.57080, -0.24334, 5.14728], [-9.57059, -1.36583, 2.98302], [-9.02363, -2.11386, 1.01404], [-9.66787, -0.46502, 1.02302], [-6.95288, -1.37173, 2.09366], [-7.23181, -0.22528, 0.78464], [-6.80259, 0.60989, 3.35511], [-7.93769, 1.49280, 2.29503], [-10.65427, -1.47964, 3.02105], [-9.08429, -2.21322, 3.47567], [8.26625, -4.22829, 0.22459], [6.82450, -4.35270, -0.27175], [6.83956, -5.26201, -1.50176], [8.24148, -6.35554, -1.29870], [9.20508, -6.06605, -2.33541], [7.76696, -7.69617, -1.03981], [8.82527, -5.64504, 0.23048], [8.31590, -3.77348, 1.21646], [8.84126, -3.60124, -0.46477], [6.20706, -4.80365, 0.51245], [6.39278, -3.37708, -0.50824], [5.92698, -5.85437, -1.57577], [6.98722, -4.69046, -2.41977], [9.91404, -5.67755, 0.26402], [8.40572, -6.23024, 1.05184], [8.69194, 0.63111, 3.17737], [8.31890, 0.06600, 1.80360], [6.79461, 0.11993, 1.68573], [6.26009, 1.47193, 2.71577], [5.48249, 0.93974, 3.81090], [5.77633, 2.54381, 1.87453], [7.87580, 1.91004, 3.33073], [9.76325, 0.82627, 3.25863], [8.41824, -0.08505, 3.95909], [8.77145, 0.68400, 1.02118], [8.68877, -0.95326, 1.67027], [6.47580, 0.30201, 0.65983], [6.33275, -0.79474, 2.06256], [7.80151, 2.25298, 4.36241], [8.27041, 2.70743, 2.69687], [-6.28839, -5.87269, 5.59963], [-6.44135, -6.69729, 4.31988], [-7.04825, -5.78226, 3.25451], [-6.53828, -4.11916, 3.67445], [-7.71151, -3.35471, 4.03475], [-5.58482, -3.65085, 2.69413], [-5.66490, -4.55185, 5.16825], [-5.67073, -6.38454, 6.34036], [-7.27297, -5.69488, 6.04431], [-5.45659, -7.04411, 3.99015], [-7.06278, -7.58114, 4.48045], [-6.68551, -6.03025, 2.25641], [-8.13907, -5.81578, 3.27263], [-5.77936, -3.76031, 5.90860], [-4.61049, -4.67907, 4.91306]]}



# 2
{"formula": "C30H39F7O23", "method": "wB97M-V/def2-TZVPD", "smiles": "O=C1OC[C@@H](F)O1.O=C1OC[C@@H](F)O1.O=C1OC[C@@H](F)O1.O=C1OC[C@@H](F)O1.O=C1OC[C@@H](F)O1.O=C1OC[C@@H](F)O1.O=C1OC[C@@H](F)O1.CCCCCCCCOC=O", "orbital_gap_ev": 10.20, "spin_multiplicity": 1, "e_lumo_ev": -0.089, "species": ["C", "C", "C", "C", "C", "C", "C", "C", "O", "C", "O", "H", "H", "H", "H", "H", "H", "H", "H", "H", "H", "H", "H", "H", "H", "H", "H", "H", "H", "C", "C", "O", "C", "O", "O", "F", "H", "H", "H", "C", "C", "O", "C", "O", "O", "F", "H", "H", "H", "C", "C", "O", "C", "O", "O", "F", "H", "H", "H", "C", "C", "O", "C", "O", "O", "F", "H", "H", "H", "C", "C", "O", "C", "O", "O", "F", "H", "H", "H", "C", "C", "O", "C", "O", "O", "F", "H", "H", "H", "C", "C", "O", "C", "O", "O", "F", "H", "H", "H"], "positions_angstrom": [[5.80133, 0.64114, -2.90490], [6.24717, 0.72987, -1.34511], [5.87483, 2.11675, -0.63696], [4.37613, 2.20328, -0.06779], [3.51468, 3.42901, -0.71299], [2.84938, 2.90822, -2.07865], [1.27764, 3.20156, -2.22085], [0.40877, 1.85546, -1.97296], [-0.01424, 1.71091, -0.57993], [-0.51855, 0.40977, -0.40840], [-1.19597, 0.09475, 0.60363], [6.46808, 1.37673, -3.48341], [5.90502, -0.43404, -3.30710], [4.71293, 0.93518, -3.08388], [5.86925, -0.20050, -0.79895], [7.39552, 0.64636, -1.33697], [6.16744, 2.95870, -1.34696], [6.57172, 2.21124, 0.27851], [3.80513, 1.20996, -0.17789], [4.44104, 2.45749, 1.05650], [2.78061, 3.79550, 0.07072], [4.28969, 4.24158, -0.95481], [3.38032, 3.43041, -2.94989], [2.99159, 1.76696, -2.11707], [1.09726, 3.46122, -3.33153], [0.89548, 4.08880, -1.62117], [-0.48780, 1.83241, -2.69086], [1.02228, 0.91145, -2.22925], [-0.36173, -0.39251, -1.21116], [-3.10972, -2.29232, -2.95216], [-2.56062, -3.46723, -2.20949], [-1.65814, -4.04046, -3.13350], [-1.21741, -3.00328, -3.90262], [-0.25399, -3.05164, -4.60631], [-2.00871, -1.90142, -3.76264], [-3.53537, -4.37066, -1.93985], [-3.95598, -2.55575, -3.59211], [-3.41276, -1.48385, -2.28577], [-2.02957, -3.20937, -1.28823], [-3.68028, -7.02672, -0.39813], [-4.83289, -6.80389, 0.52914], [-5.72256, -7.84857, 0.19348], [-4.93456, -8.86866, -0.25329], [-5.30280, -9.99820, -0.37179], [-3.67291, -8.44074, -0.54101], [-5.44235, -5.61913, 0.27453], [-3.83068, -6.56442, -1.37619], [-2.73661, -6.66972, 0.01684], [-4.57571, -6.86679, 1.59048], [4.07289, 5.01260, 3.30854], [3.69140, 6.42900, 3.60086], [3.91156, 7.08308, 2.36826], [3.71097, 6.13491, 1.41061], [3.54660, 6.37758, 0.25259], [3.71377, 4.87568, 1.93929], [4.51280, 6.97278, 4.53038], [5.14557, 4.83259, 3.42207], [3.53002, 4.29867, 3.92944], [2.64922, 6.56061, 3.90568], [8.77128, 5.35260, -2.45661], [10.12330, 4.81636, -2.10617], [9.86493, 3.45847, -1.81205], [8.78244, 3.12196, -2.56788], [8.43966, 1.99859, -2.78810], [8.14156, 4.22447, -3.04852], [10.61081, 5.41401, -0.99269], [8.20180, 5.66689, -1.57745], [8.82244, 6.18656, -3.15781], [10.85761, 4.88400, -2.91404], [0.30393, -1.34308, 3.24528], [-0.45943, -2.36883, 4.02061], [0.23630, -2.42769, 5.24932], [0.77355, -1.18662, 5.42322], [1.19905, -0.77885, 6.46238], [0.75876, -0.46557, 4.26697], [-0.38663, -3.58502, 3.42441], [1.16541, -1.76612, 2.72043], [-0.32192, -0.81550, 2.52364], [-1.50604, -2.10835, 4.20278], [-9.26196, -3.46132, -1.26949], [-9.00142, -2.79452, 0.04344], [-7.59699, -2.61748, 0.04248], [-7.25016, -2.49325, -1.26954], [-6.19895, -2.06668, -1.64616], [-8.24783, -2.90693, -2.09716], [-9.33289, -3.60617, 1.07635], [-9.13982, -4.54699, -1.22255], [-10.25480, -3.23673, -1.66114], [-9.49404, -1.82494, 0.16166], [-7.18743, -1.36505, 2.60035], [-7.69743, 0.03577, 2.71785], [-8.08910, 0.12396, 4.07208], [-7.27637, -0.74168, 4.74319], [-7.12941, -0.74244, 5.92788], [-6.64668, -1.60153, 3.89309], [-8.79279, 0.22261, 1.93792], [-7.98232, -2.08737, 2.40231], [-6.42238, -1.46597, 1.83082], [-6.95219, 0.80608, 2.49980]]}



# 3
{"formula": "C2H2Cl4Si", "method": "wB97M-V/def2-TZVPD", "smiles": "C=C(Cl)[Si](Cl)(Cl)Cl", "orbital_gap_ev": 10.70, "e_above_lowest_kj_mol": 54.75, "spin_multiplicity": 1, "e_lumo_ev": 0.305, "species": ["C", "C", "Si", "Cl", "Cl", "Cl", "Cl", "H", "H"], "positions_angstrom": [[-0.78723, -0.50133, 1.38078], [-0.15640, 0.18551, 0.46487], [0.64509, 0.12913, -1.22138], [-0.03876, 2.06880, 1.10901], [0.65132, -1.93720, -1.56858], [2.51575, 0.71016, -1.29146], [-0.64573, 1.10281, -2.40813], [-1.07119, -0.22295, 2.37665], [-1.11286, -1.53494, 1.15822]]}



# 4
{"formula": "C5H5NO", "method": "wB97M-V/def2-TZVPD", "smiles": "C#C[C@@H](O)CC#N", "orbital_gap_ev": 11.32, "e_above_lowest_kj_mol": 223.74, "spin_multiplicity": 1, "e_lumo_ev": 0.657, "species": ["O", "C", "C", "C", "N", "C", "C", "H", "H", "H", "H", "H"], "positions_angstrom": [[-0.82960, -0.93536, -1.50189], [-0.15394, -0.66197, -0.29013], [1.05655, 0.19658, -0.69746], [1.79294, 0.73486, 0.44705], [2.36139, 1.17561, 1.35188], [-1.00468, 0.01640, 0.69887], [-1.69692, 0.54306, 1.53092], [-1.75358, -1.12718, -1.30234], [0.21180, -1.59611, 0.16089], [1.72286, -0.41008, -1.31911], [0.69047, 1.02144, -1.31574], [-2.29120, 1.01796, 2.28057]]}



# 5
{"formula": "C7H15N", "method": "wB97M-V/def2-TZVPD", "orbital_gap_ev": 8.08, "e_above_lowest_kj_mol": 533.00, "spin_multiplicity": 1, "e_lumo_ev": 0.896, "species": ["C", "C", "N", "C", "C", "H", "H", "H", "H", "H", "H", "H", "H", "H", "C", "C", "C", "H", "H", "H", "H", "H", "H"], "positions_angstrom": [[1.68263, 0.14512, -0.17383], [2.49991, -0.33666, -1.33839], [2.20066, -0.18943, 1.07223], [-0.01812, -0.88549, -0.36306], [-0.21052, -1.89776, 0.50901], [1.38451, 1.18962, -0.23880], [2.36419, -1.18833, 1.18241], [2.18345, 0.54789, 1.76496], [-0.20272, -1.04583, -1.41918], [2.03576, -0.05726, -2.28579], [3.50252, 0.10884, -1.31987], [2.60252, -1.42593, -1.30872], [-0.59760, -2.85331, 0.17834], [-0.06011, -1.77664, 1.57628], [-2.41052, 0.70428, 1.31627], [-1.81999, 0.91705, -0.02382], [-2.21108, 1.69322, -1.01906], [-0.47108, 0.39016, -0.19944], [-1.78488, 1.16828, 2.08584], [-2.46473, -0.36863, 1.53445], [-3.41699, 1.13109, 1.40286], [-3.13179, 2.27809, -0.97862], [-1.65601, 1.75164, -1.95404]]}



# 6
{"formula": "C3H2N4O", "method": "wB97M-V/def2-TZVPD", "smiles": "O=c1nccnnn1", "orbital_gap_ev": 8.29, "e_above_lowest_kj_mol": 365.90, "spin_multiplicity": 1, "e_lumo_ev": -2.376, "species": ["C", "C", "C", "H", "H", "N", "N", "N", "N", "O"], "positions_angstrom": [[1.48335, -0.06944, -0.08764], [-0.72268, -1.04002, -0.25349], [-1.18402, 0.14798, 0.31650], [-1.35792, -2.05841, -0.11499], [-2.43417, 0.06918, 0.35215], [0.60290, -1.13709, -0.42449], [-0.66719, 1.33844, 0.41347], [0.42576, 1.89667, -0.20606], [1.40763, 1.13035, -0.67392], [2.44635, -0.27766, 0.67846]]}